w | DFT (the ωB97M-V functional and the def2-TZVPD basis) results for C3H4O in the gas phase.

Each atom is followed by the atoms it is bonded to, with distances in Å.
Positions of all 8 atoms, in Å:
1 C -0.604 0.378 -0.005  C2 1.387, H5 1.101, H6 1.093, O8 1.382
2 C 0.742 0.092 -0.177  C1 1.387, C3 1.220
3 C 1.886 -0.308 -0.044  C2 1.220, H7 1.073
4 H -1.596 -1.177 0.354  O8 0.927
5 H -0.529 1.004 0.897  C1 1.101
6 H -1.105 0.854 -0.853  C1 1.093
7 H 2.950 -0.449 -0.053  C3 1.073
8 O -1.745 -0.394 -0.119  C1 1.382, H4 0.927

The value obtained for the HOMO-LUMO gap is 10.640 eV. As for the SMILES: C#CCO. The lowest unoccupied orbital energy is 0.83 eV. The spin multiplicity is 1.

=====

x | DFT (the ωB97M-V functional and the def2-TZVPD basis) results for C3H4O in the gas phase.

Each atom is followed by the atoms it is bonded to, with distances in Å.
Positions of all 8 atoms, in Å:
1 C 0.357 0.362 0.568  C2 1.370, C3 1.609, H8 1.206
2 C -0.774 -0.327 0.918  C1 1.370, H5 1.067, H6 1.152
3 C 0.526 0.184 -1.023  C1 1.609, O4 1.257, H7 1.119
4 O -0.144 -0.782 -1.469  C3 1.257
5 H -1.636 -0.397 1.543  C2 1.067
6 H -0.674 -1.067 0.040  C2 1.152
7 H 1.159 0.912 -1.589  C3 1.119
8 H 1.187 1.116 1.013  C1 1.206

The value obtained for the HOMO-LUMO gap is 9.585 eV. As for the SMILES: C=CC=O. The lowest unoccupied orbital energy is 0.01 eV. The spin multiplicity is 1.

=====

y | DFT (the ωB97M-V functional and the def2-TZVPD basis) results for C3H4O in the gas phase.

Each atom is followed by the atoms it is bonded to, with distances in Å.
Positions of all 8 atoms, in Å:
1 C -0.236 0.236 0.071  C2 1.385, C3 1.422, O4 1.311
2 C 0.804 1.151 0.083  C1 1.385, H5 1.047, H6 1.088
3 C -0.224 -1.185 0.033  C1 1.422, H7 1.160, H8 1.056
4 O -1.542 0.285 0.179  C1 1.311
5 H 0.524 2.151 -0.052  C2 1.047
6 H 1.796 0.797 -0.187  C2 1.088
7 H -0.355 -1.796 -0.944  C3 1.160
8 H -0.766 -1.640 0.816  C3 1.056

The value obtained for the HOMO-LUMO gap (spin up / spin down) is 7.277 / 7.273 eV. The lowest unoccupied orbital energy (spin up / spin down) is -1.41 / -1.41 eV. The spin multiplicity is 1.

=====

z | DFT (the ωB97M-V functional and the def2-TZVPD basis) results for C3H4O in the gas phase.

Each atom is followed by the atoms it is bonded to, with distances in Å.
Positions of all 8 atoms, in Å:
1 O -1.678 1.209 -0.027  C2 1.367, H5 0.967
2 C -1.053 0.051 0.344  O1 1.367, C3 1.309, H6 1.085
3 C 0.208 -0.238 0.145  C2 1.309, C4 1.306
4 C 1.413 -0.610 -0.196  C3 1.306, H7 1.088, H8 1.089
5 H -1.005 1.803 -0.387  O1 0.967
6 H -1.729 -0.640 0.837  C2 1.085
7 H 1.541 -1.195 -1.104  C4 1.088
8 H 2.303 -0.380 0.388  C4 1.089

The value obtained for the HOMO-LUMO gap is 9.728 eV. As for the SMILES: C=C=CO. The lowest unoccupied orbital energy is 0.81 eV. The spin multiplicity is 1.

=====

Most stable: z. Least stable: y.

=====

w | DFT (the ωB97M-V functional and the def2-TZVPD basis) results for C3H6FN3 in the gas phase.

Each atom is followed by the atoms it is bonded to, with distances in Å.
Positions of all 13 atoms, in Å:
1 C 0.967 0.909 0.627  C2 1.441, N4 1.358, H8 1.147
2 C 1.730 -0.114 -0.043  C1 1.441, C3 1.330, F7 1.348
3 C 1.186 -1.215 -0.551  C2 1.330, H9 1.063, H10 1.032
4 N -0.379 0.821 0.473  C1 1.358, N5 1.294, H11 1.088
5 N -0.953 -0.257 0.046  N4 1.294, N6 1.360
6 N -2.260 -0.207 -0.327  N5 1.360, H12 1.010, H13 1.089
7 F 3.019 0.220 -0.251  C2 1.348
8 H 1.198 2.024 0.765  C1 1.147
9 H 0.282 -1.603 -0.147  C3 1.063
10 H 1.719 -1.635 -1.328  C3 1.032
11 H -0.959 1.738 0.556  N4 1.088
12 H -2.764 0.446 0.256  N6 1.010
13 H -2.787 -1.127 -0.078  N6 1.089

The value obtained for the HOMO-LUMO gap (spin up / spin down) is 7.839 / 7.840 eV. The lowest unoccupied orbital energy (spin up / spin down) is 0.67 / 0.67 eV. The spin multiplicity is 1.

=====

x | DFT (the ωB97M-V functional and the def2-TZVPD basis) results for C3H6FN3 in the gas phase.

Each atom is followed by the atoms it is bonded to, with distances in Å.
Positions of all 13 atoms, in Å:
1 C 1.893 0.552 -0.240  C2 1.394, H6 1.090, N10 1.476
2 C 0.578 0.944 0.007  C1 1.394, C3 1.475, F13 1.296
3 C -0.601 0.060 0.047  C2 1.475, H7 1.154, N11 1.277
4 H 3.127 -1.020 0.689  N10 1.180
5 H 1.598 -1.490 0.101  N10 1.057
6 H 2.711 1.260 -0.109  C1 1.090
7 H -0.667 -1.081 -0.114  C3 1.154
8 H -2.910 -1.173 0.172  N12 1.008
9 H -3.797 0.228 -0.016  N12 1.087
10 N 2.376 -0.843 -0.203  C1 1.476, H4 1.180, H5 1.057
11 N -1.750 0.604 -0.066  C3 1.277, N12 1.382
12 N -2.834 -0.241 -0.205  H8 1.008, H9 1.087, N11 1.382
13 F 0.277 2.202 -0.063  C2 1.296

The value obtained for the HOMO-LUMO gap is 8.570 eV. As for the SMILES: N/C=C(F)\C=N\N. The lowest unoccupied orbital energy is 0.63 eV. The spin multiplicity is 1.

=====

y | DFT (the ωB97M-V functional and the def2-TZVPD basis) results for C3H6FN3 in the gas phase.

Each atom is followed by the atoms it is bonded to, with distances in Å.
Positions of all 13 atoms, in Å:
1 C -0.597 1.205 0.119  N4 1.494, N6 1.412, H8 1.113, H9 1.130
2 C 0.437 -0.663 0.953  N5 1.506, N6 1.456, F7 1.315, H10 1.069
3 C 0.007 -0.629 -1.415  N6 1.440, H11 1.085, H12 1.149, H13 1.151
4 N -0.200 1.377 1.549  C1 1.494, N5 1.201
5 N 0.416 0.440 1.979  C2 1.506, N4 1.201
6 N -0.421 -0.177 -0.117  C1 1.412, C2 1.456, C3 1.440
7 F -0.156 -1.679 1.539  C2 1.315
8 H -1.615 1.655 0.096  C1 1.113
9 H 0.153 1.847 -0.430  C1 1.130
10 H 1.470 -0.920 0.849  C2 1.069
11 H -0.819 -0.602 -2.118  C3 1.085
12 H 0.972 -0.151 -1.815  C3 1.149
13 H 0.354 -1.703 -1.190  C3 1.151

The value obtained for the HOMO-LUMO gap is 10.324 eV. As for the SMILES: CN1CN=N[C@H]1F. The lowest unoccupied orbital energy is 0.88 eV. The spin multiplicity is 1.

=====

Most stable: y. Least stable: w.

=====

w | DFT (the ωB97M-V functional and the def2-TZVPD basis) results for 11 unconnected molecules or ions with the total composition C14H50N4O11.

Each atom is followed by the atoms it is bonded to, with distances in Å.
Positions of all 79 atoms, in Å:
1 C -0.487 1.082 4.808  C2 1.562, H4 1.098, H5 1.093, H6 1.092
2 C -1.850 0.943 4.058  C1 1.562, O3 1.388, H7 1.108, H8 1.064
3 O -1.675 -0.028 3.082  C2 1.388, H9 0.946
4 H -0.570 1.921 5.511  C1 1.098
5 H 0.390 1.285 4.188  C1 1.093
6 H -0.373 0.163 5.386  C1 1.092
7 H -2.209 1.852 3.536  C2 1.108
8 H -2.658 0.663 4.691  C2 1.064
9 H -2.537 -0.361 2.881  O3 0.946
10 C 2.533 2.728 -3.496  C11 1.537, H13 1.078, H14 1.122, H15 1.068
11 C 3.119 1.553 -2.697  C10 1.537, O12 1.389, H16 1.122, H17 1.107
12 O 2.405 0.406 -3.018  C11 1.389, H18 0.993
13 H 3.124 3.626 -3.411  C10 1.078
14 H 1.464 2.965 -3.249  C10 1.122
15 H 2.408 2.507 -4.533  C10 1.068
16 H 3.202 1.761 -1.598  C11 1.122
17 H 4.174 1.444 -3.013  C11 1.107
18 H 2.806 -0.401 -2.600  O12 0.993
19 C -1.323 -3.135 4.308  C20 1.546, H22 1.085, H23 1.105, H24 1.105
20 C 0.123 -2.644 4.551  C19 1.546, O21 1.406, H25 1.119, H26 1.125
21 O 0.392 -1.707 3.538  C20 1.406, H27 0.973
22 H -1.552 -3.791 5.141  C19 1.085
23 H -1.396 -3.792 3.423  C19 1.105
24 H -2.063 -2.315 4.318  C19 1.105
25 H 0.883 -3.464 4.518  C20 1.119
26 H 0.218 -2.086 5.523  C20 1.125
27 H -0.318 -1.048 3.452  O21 0.973
28 C -1.594 2.443 -3.937  O29 1.364, N30 1.322, N31 1.293
29 O -0.472 1.713 -4.197  C28 1.364
30 N -2.595 2.669 -4.770  C28 1.322, H32 1.041, H33 1.017
31 N -1.817 3.102 -2.847  C28 1.293, H34 1.030, H35 0.957
32 H -2.448 2.271 -5.721  N30 1.041
33 H -3.437 3.215 -4.606  N30 1.017
34 H -1.107 3.144 -2.102  N31 1.030
35 H -2.677 3.430 -2.584  N31 0.957
36 C 1.130 0.595 0.300  O37 1.327, N38 1.311, N39 1.293
37 O 2.451 0.475 0.270  C36 1.327
38 N 0.494 0.448 1.437  C36 1.311, H40 0.985, H41 1.003
39 N 0.441 0.810 -0.773  C36 1.293, H42 1.060, H43 1.046
40 H 1.084 0.246 2.199  N38 0.985
41 H -0.476 0.366 1.679  N38 1.003
42 H 0.974 0.771 -1.688  N39 1.060
43 H -0.595 0.780 -0.635  N39 1.046
44 C -1.702 -0.762 -3.122  O45 1.426, H46 1.112, H47 1.050, H48 1.106
45 O -1.565 -2.169 -3.309  C44 1.426, H49 0.965
46 H -1.665 -0.254 -4.111  C44 1.112
47 H -0.936 -0.390 -2.508  C44 1.050
48 H -2.681 -0.574 -2.644  C44 1.106
49 H -1.534 -2.620 -2.456  O45 0.965
50 C -1.246 -2.702 0.304  O51 1.369, H52 1.129, H53 1.091, H54 1.083
51 O -1.592 -3.416 -0.812  C50 1.369, H55 0.927
52 H -1.110 -1.592 0.150  C50 1.129
53 H -0.265 -3.101 0.568  C50 1.091
54 H -2.002 -2.799 1.074  C50 1.083
55 H -1.489 -4.316 -0.617  O51 0.927
56 C -2.715 1.748 0.729  O57 1.433, H58 1.125, H59 1.125, H60 1.134
57 O -2.273 0.717 -0.162  C56 1.433, H61 1.012
58 H -3.483 1.307 1.422  C56 1.125
59 H -2.995 2.664 0.138  C56 1.125
60 H -1.846 2.039 1.397  C56 1.134
61 H -3.113 0.249 -0.478  O57 1.012
62 C 1.916 -2.472 -2.128  O63 1.409, H64 1.076, H65 1.092, H66 1.073
63 O 3.245 -2.018 -2.244  C62 1.409, H67 0.962
64 H 1.381 -2.233 -3.030  C62 1.076
65 H 1.426 -1.987 -1.281  C62 1.092
66 H 1.931 -3.544 -2.097  C62 1.073
67 H 3.694 -2.460 -2.971  O63 0.962
68 C 1.143 3.917 0.188  O69 1.427, H70 1.130, H71 1.094, H72 1.092
69 O 0.031 3.431 -0.562  C68 1.427, H73 1.005
70 H 2.026 3.746 -0.496  C68 1.130
71 H 1.382 3.194 0.973  C68 1.094
72 H 1.181 4.881 0.699  C68 1.092
73 H 0.308 2.471 -0.670  O69 1.005
74 C 2.725 -2.923 1.451  O75 1.391, H76 1.090, H77 1.087, H78 1.075
75 O 3.264 -3.525 0.319  C74 1.391, H79 1.003
76 H 1.715 -2.525 1.353  C74 1.090
77 H 3.392 -2.119 1.751  C74 1.087
78 H 2.673 -3.662 2.230  C74 1.075
79 H 3.217 -2.799 -0.371  O75 1.003

The value obtained for the HOMO-LUMO gap is 8.566 eV. As for the SMILES: NC(N)=O.NC(N)=O.CCO.CCO.CCO.CO.CO.CO.CO.CO.CO. The lowest unoccupied orbital energy is -0.24 eV. The spin multiplicity is 1.

=====

x | DFT (the ωB97M-V functional and the def2-TZVPD basis) results for 11 unconnected molecules or ions with the total composition C14H50N4O11.

Each atom is followed by the atoms it is bonded to, with distances in Å.
Positions of all 79 atoms, in Å:
1 C -2.624 -0.462 0.808  C2 1.511, H4 1.124, H5 1.075, H6 1.056
2 C -3.780 0.270 1.448  C1 1.511, O3 1.407, H7 1.089, H8 1.062
3 O -4.859 0.513 0.578  C2 1.407, H9 0.971
4 H -1.884 -0.652 1.632  C1 1.124
5 H -2.125 0.173 0.098  C1 1.075
6 H -2.928 -1.387 0.400  C1 1.056
7 H -3.406 1.274 1.642  C2 1.089
8 H -4.196 -0.175 2.318  C2 1.062
9 H -4.544 1.115 -0.116  O3 0.971
10 C 1.123 -1.969 0.217  C11 1.516, H13 1.042, H14 1.054, H15 1.074
11 C 1.050 -0.733 -0.658  C10 1.516, O12 1.398, H16 1.065, H17 1.072
12 O 0.535 0.334 0.084  C11 1.398, H18 0.965
13 H 0.201 -2.446 0.310  C10 1.042
14 H 1.456 -1.774 1.198  C10 1.054
15 H 1.799 -2.679 -0.221  C10 1.074
16 H 0.477 -0.985 -1.520  C11 1.065
17 H 1.971 -0.420 -1.109  C11 1.072
18 H 0.385 1.096 -0.488  O12 0.965
19 C 2.431 -0.400 3.787  C20 1.488, H22 1.064, H23 1.084, H24 1.072
20 C 1.577 0.774 3.462  C19 1.488, O21 1.410, H25 1.090, H26 1.074
21 O 0.373 0.335 2.874  C20 1.410, H27 0.973
22 H 2.015 -0.883 4.639  C19 1.064
23 H 3.404 -0.010 4.063  C19 1.084
24 H 2.468 -1.055 2.939  C19 1.072
25 H 2.140 1.359 2.734  C20 1.090
26 H 1.467 1.350 4.362  C20 1.074
27 H 0.517 0.137 1.932  O21 0.973
28 C -0.050 3.359 -2.289  O29 1.367, N30 1.254, N31 1.274
29 O -0.556 2.091 -2.211  C28 1.367
30 N 1.183 3.557 -2.400  C28 1.254, H32 1.050, H33 0.999
31 N -0.783 4.387 -2.121  C28 1.274, H34 1.020, H35 1.005
32 H 1.863 2.790 -2.628  N30 1.050
33 H 1.608 4.453 -2.276  N30 0.999
34 H -1.774 4.224 -1.945  N31 1.020
35 H -0.525 5.341 -1.937  N31 1.005
36 C -2.239 -5.160 1.819  O37 1.372, N38 1.276, N39 1.312
37 O -2.191 -5.676 3.089  C36 1.372
38 N -2.863 -5.586 0.791  C36 1.276, H40 1.020, H41 1.012
39 N -1.751 -3.953 1.657  C36 1.312, H42 1.054, H43 1.025
40 H -3.360 -6.464 0.938  N38 1.020
41 H -2.938 -5.220 -0.150  N38 1.012
42 H -1.177 -3.465 2.394  N39 1.054
43 H -1.664 -3.552 0.718  N39 1.025
44 C 3.742 2.064 -3.995  O45 1.440, H46 1.091, H47 1.106, H48 1.108
45 O 2.660 1.494 -3.234  C44 1.440, H49 0.947
46 H 4.657 1.928 -3.417  C44 1.091
47 H 3.590 3.136 -4.221  C44 1.106
48 H 3.810 1.614 -5.005  C44 1.108
49 H 2.246 0.850 -3.791  O45 0.947
50 C 3.449 2.184 0.452  O51 1.418, H52 1.054, H53 1.085, H54 1.100
51 O 2.377 3.112 0.420  C50 1.418, H55 0.960
52 H 3.163 1.173 0.363  C50 1.054
53 H 3.914 2.140 1.431  C50 1.085
54 H 4.260 2.445 -0.244  C50 1.100
55 H 1.979 3.151 -0.453  O51 0.960
56 C -1.226 2.872 0.791  O57 1.388, H58 1.070, H59 1.095, H60 1.126
57 O -2.381 3.561 1.135  C56 1.388, H61 0.996
58 H -0.505 3.588 0.455  C56 1.070
59 H -1.423 2.201 -0.052  C56 1.095
60 H -0.779 2.148 1.528  C56 1.126
61 H -2.236 4.152 1.924  O57 0.996
62 C -2.520 -0.659 -2.590  O63 1.382, H64 1.052, H65 1.101, H66 1.093
63 O -2.107 0.291 -3.505  C62 1.382, H67 0.945
64 H -1.696 -1.148 -2.155  C62 1.052
65 H -3.209 -1.443 -2.940  C62 1.101
66 H -2.987 -0.077 -1.791  C62 1.093
67 H -1.694 0.963 -2.985  O63 0.945
68 C 0.229 -3.152 4.556  O69 1.410, H70 1.078, H71 1.126, H72 1.080
69 O -0.326 -2.534 3.417  C68 1.410, H73 0.968
70 H -0.207 -4.123 4.729  C68 1.078
71 H 0.011 -2.537 5.474  C68 1.126
72 H 1.302 -3.269 4.605  C68 1.080
73 H -0.300 -1.582 3.590  O69 0.968
74 C 0.857 -1.736 -4.160  O75 1.446, H76 1.071, H77 1.085, H78 1.055
75 O 0.770 -0.297 -4.048  C74 1.446, H79 0.951
76 H 0.035 -2.244 -3.698  C74 1.071
77 H 1.762 -2.112 -3.694  C74 1.085
78 H 0.913 -1.988 -5.183  C74 1.055
79 H 0.028 0.008 -4.559  O75 0.951

The value obtained for the HOMO-LUMO gap is 8.633 eV. As for the SMILES: NC(N)=O.NC(N)=O.CCO.CCO.CCO.CO.CO.CO.CO.CO.CO. The lowest unoccupied orbital energy is 0.12 eV. The spin multiplicity is 1.

=====

Most stable: x. Least stable: w.